ORCA calculation (ωB97M-V with the def2-TZVPD basis set) on a 7-piece molecular cluster, C14H43O7 overall in a non-equilibrium geometry.

Last column: Löwdin charge in e.
Element x y z (Å)
O  -0.007  -0.640  0.006  0.18
H  -0.495  -1.279  0.612  0.08
H  -0.276  -0.751  -0.934  0.07
H  0.988  -0.736  0.080  0.09
C  4.706  -1.454  -0.430  -0.04
C  3.720  -0.327  -0.658  -0.42
C  3.100  -0.377  -2.031  -0.04
O  2.603  -0.506  0.275  -0.09
H  5.229  -1.357  0.522  0.08
H  5.485  -1.433  -1.196  0.09
H  4.193  -2.413  -0.492  0.09
H  4.156  0.653  -0.458  0.15
H  2.357  -1.182  -2.078  0.07
H  3.815  -0.586  -2.826  0.09
H  2.553  0.523  -2.311  0.07
H  2.920  -0.279  1.156  0.11
C  0.360  -1.560  3.147  -0.04
C  -0.854  -2.454  2.934  -0.44
C  -1.993  -2.008  3.830  -0.04
O  -1.230  -2.311  1.553  -0.07
H  0.089  -0.533  2.881  0.08
H  1.197  -1.827  2.495  0.08
H  0.682  -1.598  4.184  0.10
H  -0.574  -3.484  3.169  0.14
H  -2.184  -0.937  3.774  0.07
H  -1.825  -2.275  4.874  0.09
H  -2.931  -2.506  3.556  0.09
H  -2.037  -2.813  1.402  0.12
C  -1.803  1.952  2.475  -0.05
C  -2.897  1.792  1.458  -0.48
C  -2.966  2.925  0.443  -0.04
O  -2.710  0.525  0.814  -0.07
H  -1.748  2.971  2.860  0.09
H  -0.821  1.745  2.037  0.07
H  -1.905  1.303  3.346  0.07
H  -3.875  1.775  1.957  0.14
H  -3.149  3.871  0.960  0.09
H  -3.849  2.819  -0.193  0.08
H  -2.064  2.979  -0.163  0.05
H  -3.461  0.369  0.234  0.08
C  0.761  2.452  -1.271  -0.06
C  0.758  3.668  -2.193  -0.50
C  -0.638  4.200  -2.471  -0.06
O  1.601  4.681  -1.680  -0.03
H  0.255  2.699  -0.331  0.07
H  1.797  2.202  -1.048  0.07
H  0.227  1.594  -1.682  0.06
H  1.175  3.339  -3.150  0.14
H  -1.342  3.424  -2.774  0.08
H  -0.621  4.962  -3.253  0.08
H  -1.041  4.712  -1.590  0.08
H  1.152  5.082  -0.928  0.09
C  -1.900  -0.783  -2.625  -0.10
O  -0.474  -0.704  -2.672  -0.14
H  -2.241  -0.883  -1.591  0.07
H  -2.379  0.108  -3.032  0.09
H  -2.269  -1.681  -3.122  0.10
H  -0.191  -0.999  -3.541  0.11
C  0.325  -4.703  -0.514  -0.13
O  0.648  -3.380  -0.936  -0.14
H  -0.206  -4.639  0.430  0.06
H  -0.315  -5.232  -1.223  0.08
H  1.246  -5.260  -0.326  0.09
H  1.175  -3.437  -1.738  0.07

DFT total energy: -29541.3967 eV
Total charge: +1
M: 323.49 g mol⁻¹
Gap between HOMO and LUMO: 10.2 eV

=====

ORCA calculation (ωB97M-V with the def2-TZVPD basis set) on a 2-piece molecular cluster, C6H8 overall.

Last column: Löwdin charge in e.
Element x y z (Å)
C  -0.645  0.877  1.123  -0.04
C  0.536  0.976  1.642  -0.01
C  0.104  -0.414  1.270  -0.26
C  0.692  -1.133  0.067  -0.26
C  0.049  -1.087  -1.289  -0.04
C  1.125  -0.379  -1.154  -0.02
H  -1.559  1.344  0.789  0.08
H  1.324  1.591  2.051  0.09
H  -0.187  -1.101  2.072  0.11
H  1.243  -2.039  0.344  0.11
H  -0.769  -1.430  -1.905  0.09
H  1.860  0.295  -1.569  0.10
H  -2.205  1.430  -1.794  0.04
H  -1.569  1.071  -1.648  0.01

DFT total energy: -6345.5053 eV
M: 80.13 g mol⁻¹
Gap between HOMO and LUMO: 10.5 eV
SMILES string: C1=CC1C1C=C1.[H][H]

=====

ORCA calculation (ωB97M-V with the def2-TZVPD basis set) on an isolated ion of composition C9H12ClN4 and charge +1 in a non-equilibrium geometry.

Last column: Löwdin charge in e.
Element x y z (Å)
C  1.813  -2.736  -0.232  0.01
N  0.756  -2.223  0.133  0.00
N  0.351  -1.026  0.262  -0.02
N  1.175  0.141  -0.620  0.18
C  1.939  0.960  0.033  -0.44
C  2.431  2.182  -0.717  0.03
N  2.329  0.763  1.249  0.21
C  -0.958  -0.620  0.190  -0.25
C  -2.027  -1.493  -0.216  -0.01
C  -3.320  -1.038  -0.256  -0.12
C  -3.682  0.255  0.050  -0.67
Cl  -5.233  0.949  -0.278  0.71
C  -2.707  1.076  0.635  -0.08
C  -1.382  0.582  0.704  -0.04
H  1.832  -3.825  -0.368  0.10
H  2.542  -2.211  -0.830  0.08
H  0.909  0.479  -1.562  0.17
H  1.880  2.282  -1.590  0.05
H  3.616  2.081  -0.933  0.17
H  2.296  3.114  -0.191  0.09
H  3.130  1.304  1.693  0.18
H  1.891  0.034  1.802  0.13
H  -1.932  -2.515  -0.624  0.12
H  -4.079  -1.865  -0.668  0.17
H  -2.834  2.004  1.198  0.12
H  -0.736  1.345  1.137  0.11

DFT total energy: -28000.6803 eV
Total charge: +1
M: 211.68 g mol⁻¹
Gap between HOMO and LUMO: 8.5 eV
SMILES string: C=NN(/[NH+]=C(/C)N)c1ccc(Cl)cc1

=====

ORCA calculation (ωB97M-V with the def2-TZVPD basis set) on one molecule with the formula C4H9NOS in a non-equilibrium geometry.

Last column: Löwdin charge in e.
Element x y z (Å)
C  0.268  -3.351  -0.536  -0.01
C  0.231  -2.041  0.313  -0.46
O  -0.848  -1.912  0.862  0.04
N  0.970  -0.950  -0.171  0.04
C  0.562  0.344  0.400  -0.28
C  0.002  1.320  -0.619  -0.51
S  -0.572  2.986  0.103  0.63
H  -0.124  -4.181  0.029  0.07
H  1.218  -3.452  -1.055  0.06
H  -0.384  -3.205  -1.425  0.09
H  1.138  -0.927  -1.164  0.13
H  1.354  0.826  0.985  0.11
H  -0.379  0.094  0.978  0.12
H  0.621  1.542  -1.515  0.07
H  -0.911  0.841  -0.979  0.06
H  -0.209  4.266  -0.226  -0.17

DFT total energy: -18665.0486 eV
M: 119.19 g mol⁻¹
Gap between HOMO and LUMO: 9.6 eV
SMILES string: CC(=O)NCCS

=====

ORCA calculation (ωB97M-V with the def2-TZVPD basis set) on a 2-piece molecular cluster, C18H26ClN4O7 overall in a non-equilibrium geometry.

Last column: Löwdin charge in e.
Element x y z (Å)
C  3.820  -0.525  0.959  0.00
C  2.253  -0.457  1.334  -0.33
O  1.989  -0.585  2.570  0.07
N  1.128  -0.304  0.420  0.05
C  1.234  -0.913  -0.894  -0.34
C  2.099  -2.204  -1.300  0.03
O  0.522  -0.413  -1.827  0.02
C  0.364  0.922  0.503  -0.03
C  -1.171  0.761  0.825  0.02
C  -1.756  -0.729  1.048  -0.02
C  -2.137  1.975  0.932  0.04
C  -3.684  1.901  1.293  -0.34
O  -4.285  3.005  1.401  0.10
O  -4.417  0.716  1.546  -0.07
C  -5.368  0.411  0.482  -0.17
C  -5.017  1.049  -0.947  -0.23
C  -6.055  0.386  -2.017  -0.56
Cl  -5.395  0.477  -3.735  0.49
C  -1.484  3.385  0.658  0.10
C  0.020  3.449  0.338  0.05
N  0.880  2.267  0.276  0.01
C  2.319  2.496  -0.030  -0.14
C  2.751  2.202  -1.547  -0.05
C  4.379  2.124  -1.612  -0.41
N  5.276  2.641  -0.569  0.11
O  4.908  1.547  -2.601  0.04
H  4.450  0.251  1.510  0.10
H  4.218  -1.592  1.025  0.11
H  3.880  -0.238  -0.164  0.07
H  3.226  -2.063  -1.193  0.09
H  1.705  -3.065  -0.630  0.06
H  1.832  -2.511  -2.376  0.12
H  -2.781  -0.840  0.525  0.09
H  -1.819  -0.982  2.166  0.11
H  -1.087  -1.529  0.549  0.09
H  -6.428  0.732  0.774  0.15
H  -5.393  -0.737  0.346  0.14
H  -3.960  0.819  -1.314  0.11
H  -5.221  2.173  -0.984  0.12
H  -6.266  -0.694  -1.718  0.08
H  -7.046  0.961  -1.965  0.09
H  -2.176  4.290  0.719  0.13
H  0.477  4.486  0.148  0.15
H  3.043  1.995  0.721  0.12
H  2.503  3.629  0.131  0.14
H  2.462  3.061  -2.264  0.15
H  2.388  1.212  -1.975  0.11
H  4.873  3.423  -0.038  0.08
H  5.647  1.895  0.033  0.09
C  0.965  -6.157  1.670  0.05
N  1.472  -5.232  0.623  -0.43
O  2.606  -4.799  0.757  0.06
O  0.713  -4.971  -0.299  0.05
H  1.741  -6.297  2.421  0.10
H  0.080  -5.701  2.111  0.10
H  0.723  -7.102  1.184  0.11

DFT total energy: -51886.9686 eV
Total charge: +1
M: 445.88 g mol⁻¹
Gap between HOMO and LUMO: 7.6 eV